Below is a cluster of 3 separate species, C23H15BF3N4O6S in total at a distorted geometry, with properties calculated with ωB97M-V/def2-TZVPD.

Output
Net charge = -1
LUMO = 0.0163 Ha
Gap between HOMO and LUMO = 4.480 eV
E_tot = -61997.506 eV
Multiplicity = 1

The geometry in XYZ format:
```
53
C23H15BF3N4O6S ωB97M-V/def2-TZVPD
C -0.156 -4.614 1.960
C 0.104 -3.160 1.790
C 1.128 -2.451 2.423
C 0.979 -1.050 2.286
C -0.288 -0.647 1.779
B 1.238 0.289 -2.892
C -1.053 0.451 2.298
C -2.418 0.597 2.039
C -3.133 1.617 2.635
C -2.457 2.554 3.404
C -3.216 3.639 4.104
F -3.138 3.512 5.469
F -2.720 4.879 3.800
F -4.539 3.639 3.786
C -1.073 2.523 3.549
C -0.369 1.481 2.988
O 2.596 -0.165 -2.502
C 2.688 -1.503 -2.726
C 1.436 -1.956 -3.283
C 1.317 -3.094 -4.059
C 2.477 -3.830 -4.286
C 3.709 -3.449 -3.724
C 3.818 -2.296 -2.916
O 0.552 -0.971 -3.326
S -1.017 -2.061 1.012
H 0.471 -4.923 2.811
H -1.216 -4.784 2.213
H 0.105 -5.203 1.063
H 1.903 -2.965 3.002
H 1.750 -0.330 2.546
H -2.872 -0.061 1.309
H -4.198 1.701 2.479
H -0.556 3.307 4.103
H 0.718 1.482 3.014
H 0.363 -3.314 -4.540
H 2.412 -4.694 -4.964
H 4.600 -4.064 -3.941
H 4.765 -1.991 -2.473
O 0.001 3.470 0.943
N -1.038 3.166 0.323
C -1.251 1.924 -0.335
C -0.194 0.939 -0.521
C 0.183 0.948 -1.851
N 2.399 2.499 -2.331
O 3.439 2.425 -2.824
O 1.263 1.285 -3.989
N 0.011 1.982 -4.015
C -0.613 1.719 -2.818
N -1.872 2.193 -2.624
C -2.238 2.228 -1.369
O -1.985 3.997 0.111
H 0.421 0.484 0.254
H -3.232 2.647 -1.185
```

***

Below is a structure of composition C4H4N2O, with properties calculated with ωB97M-V/def2-TZVPD.

Output
Net charge = 0
LUMO = -0.0212 Ha
Gap between HOMO and LUMO = 8.654 eV
E_tot = -9236.491 eV
Multiplicity = 1

The geometry in XYZ format:
```
11
C4H4N2O ωB97M-V/def2-TZVPD
O -2.233 -1.139 0.705
C -1.164 -0.571 0.719
C -0.719 0.317 -0.595
C 0.505 -0.020 -1.165
N 1.378 -0.065 -0.124
C 0.479 0.512 0.880
N -0.230 -0.336 1.667
H -1.526 0.823 -1.136
H 0.814 -0.173 -2.205
H 1.945 -0.887 0.097
H 0.753 1.542 1.160
```